(1)
99
Properties=species:S:1:pos:R:3 method="wB97M-V/def2-TZVPD" de_lowest_kj_mol=466.2 lumo_ev=-1.43 total_charge=0 energy_ha=-2522.5233 gap_ev=8.09
O 2.5926 -2.2570 4.9898
H 4.4814 3.0962 -2.3514
H -2.2126 5.9275 1.0792
O -3.9776 0.3497 0.8061
H -2.1970 -2.5247 -0.0321
H 0.6709 -2.1709 -3.7679
H -3.7700 2.1707 -4.7943
H -4.7226 2.7079 -1.8952
H -1.0691 5.2987 1.8466
H -0.8771 -1.9613 -1.5763
H 4.5939 2.6780 0.7716
O -4.1515 0.6110 -2.0380
O 2.7600 2.1923 3.5479
H 4.1049 -3.1362 0.1710
O -0.0414 -2.4499 3.1171
H -1.2940 3.5865 0.0875
O -4.1754 -2.2211 2.4981
H 2.5052 -4.1650 -0.1129
O 1.1501 -2.2548 -4.5923
H -4.9108 0.3119 1.0156
H 1.3931 -3.6974 2.6223
H 2.2424 2.6309 2.8726
H 0.7761 2.6748 1.1955
H -6.1448 2.8262 -2.4007
O 3.7345 -0.6639 -3.7216
O 1.8597 -4.4978 2.8629
H -3.6405 -1.9404 1.7556
H -2.7775 0.6430 2.2807
O -2.8499 -2.3215 -1.5625
O -0.1444 0.5675 3.7178
H 4.0222 1.9295 -1.5031
H 1.7275 3.6462 0.5296
H -4.2822 -1.4318 3.0290
H -4.6835 -0.1531 -1.8160
O 0.6919 1.2732 -4.5932
H -3.9665 0.5115 -2.9719
H -0.3015 0.0545 4.5105
O -0.7966 1.0816 -2.5850
O -2.8292 0.9619 3.1817
H -3.5498 1.5919 3.1724
H -0.0696 3.6971 -0.7960
H 5.4613 -2.4643 0.1514
H 3.3233 1.9167 1.0847
H 0.4680 -2.3245 -5.2602
O 1.6920 2.9530 1.1888
H 2.7712 -4.2233 2.9632
H 3.2876 -2.8188 4.6468
H 5.0995 0.1732 0.2483
O -5.4229 3.3435 -2.0436
O -0.6893 3.0618 -0.4373
H -3.7713 -2.3442 -1.3041
H 0.2602 -0.0563 0.0897
O 1.5386 5.0432 -0.7054
H 2.6554 -3.5615 -1.4931
O -0.1227 -4.9319 -1.8008
O 4.1733 1.8262 0.6540
H 2.5168 1.2694 3.4751
H -0.9930 0.5917 3.2755
H 3.6359 0.2011 -3.3239
H -0.2010 -4.9752 -2.7538
H -0.2995 -2.2376 2.2201
H 1.6015 5.3741 -1.6014
O 2.5251 -3.3266 -0.5744
O -1.7726 -2.4725 0.8242
H -2.8672 -5.6929 0.5421
H 2.1011 -1.9833 4.2153
H 0.2177 -0.9793 -1.9354
O -0.0971 -1.8637 -2.1225
H -2.9610 5.0266 4.2514
H 0.3907 0.4600 -4.9984
O -3.1710 1.4897 -4.4883
H -1.5904 -1.5407 0.9454
H -0.8633 -2.4591 3.6075
H -1.6190 1.0061 -3.0689
O -0.6748 -0.0236 0.2920
H 0.2223 1.3145 -3.7601
H -0.9472 1.7959 -1.9658
O 5.3975 -0.6578 -0.1216
H 5.5528 -0.4668 -1.0467
O -2.2991 4.3353 4.2678
O 2.2818 -0.4265 2.7000
H -2.3985 -4.4091 1.1935
O 2.0754 -0.7106 -0.2745
O 3.7510 2.4896 -2.2304
O -1.5071 5.2861 0.9955
H 1.0120 5.6965 -0.2448
H -2.8619 -2.4738 -2.5075
H 1.3393 -0.5551 2.8062
H 2.8725 -0.8587 -4.0893
H 0.0841 -4.0153 -1.6184
H -2.3358 3.9471 3.3936
H -3.1465 0.8530 -5.2026
O 5.0267 -3.2857 0.3808
H -3.9497 0.5192 -0.1356
H 2.9873 -0.6843 -0.5642
O -2.8881 -5.2125 1.3698
H 2.3981 -0.2649 1.7638
H -0.9791 0.7900 -0.1102
H 1.8374 -1.6369 -0.3145

(2)
57
Properties=species:S:1:pos:R:3 method="wB97M-V/def2-TZVPD" lumo_ev=-7.54 total_charge=+2 energy_ha=-1695.9610 gap_ev=5.58
P 0.2480 -2.1267 0.3738
C -1.2223 -3.1623 0.6569
H 4.9980 -1.8216 -2.9856
H -2.6535 3.2541 -3.3049
Hf 0.6219 0.4448 0.5677
C 0.2131 0.4939 6.1357
H -2.5025 -0.0989 -1.9975
C 0.6860 -2.7871 -1.3167
C -1.6323 2.9196 -3.0783
H 1.1933 -2.9879 2.4125
C -1.4223 1.6970 -2.4323
C 1.7289 -1.9334 -1.9667
H -1.9783 -2.9757 -0.1184
H -1.6445 -2.9395 1.6448
H -0.1321 0.3122 7.1549
C -0.5484 3.7540 -3.4272
C 2.5438 0.3769 -2.1703
N 0.1890 -0.0377 -1.8791
H 4.5908 0.6479 -2.7059
H 3.0214 2.4363 -1.8184
H -0.2427 -2.7586 -1.8994
C -2.5948 2.4567 0.6804
H -4.3882 0.2973 0.4621
H -3.5901 2.6365 0.2502
C -0.8123 -0.0073 5.0862
H 1.8106 1.6611 -0.4367
C -0.4189 0.1146 3.7022
H 3.2044 -3.4597 -2.3791
C -3.4517 -0.1993 0.7588
H -0.7154 4.7042 -3.9418
H 2.4694 -2.5904 1.2186
C 2.9961 -2.3835 -2.3406
H 1.4943 -4.0958 1.0365
H -1.0331 -1.0703 5.2900
C -0.0754 1.2402 -2.3616
H 0.3954 1.5712 6.0377
C -2.4530 0.9335 -1.6386
H -3.4429 -0.2754 1.8531
H -0.9275 -4.2233 0.6233
C 4.0189 -1.4646 -2.6577
C 0.9857 2.1501 -2.4942
H -1.7593 0.5470 5.2261
H 2.2256 0.0717 1.1018
C 0.7478 3.4091 -3.0591
H 1.0377 -3.8189 -1.1912
H -3.4423 -1.2074 0.3255
H -1.8943 3.2095 0.2996
H -3.4383 1.4132 -1.7012
C 1.4820 -0.5321 -2.0522
N -0.0793 0.2388 2.5873
C 2.1914 1.7379 -1.7386
H -2.6649 2.5238 1.7729
H 1.1778 -0.0133 6.0242
P -2.0186 0.7953 0.1853
H 1.6112 4.0611 -3.2207
C 3.8149 -0.0943 -2.5101
C 1.4821 -3.0444 1.3561

(3)
110
Properties=species:S:1:pos:R:3 method="wB97M-V/def2-TZVPD" de_lowest_kj_mol=18.3 lumo_ev="-3.19 / -3.19" total_charge=+1 energy_ha=-3135.5756 gap_ev="7.04 / 7.04"
H -7.0849 1.4486 1.0440
C 0.8404 5.0018 1.4211
H 4.5727 2.2831 1.2240
C -1.4877 3.6049 -3.4143
P 1.7867 1.9396 1.8159
H -2.9939 4.8820 -0.7429
H -1.4540 -4.4271 0.1902
H 8.2744 -2.1255 0.0623
H -3.1777 1.8441 -5.7684
C 2.8580 -3.1749 -1.8438
H -2.7442 0.0346 -4.1216
C 1.0017 -1.7562 -2.4057
C -2.3342 5.7100 -0.9742
H 0.0525 8.6201 -1.8339
C -0.4277 4.1718 -0.5929
C 5.4483 -1.0750 -2.3477
C -0.5815 -0.9292 3.0571
H -5.6557 1.3272 2.0771
H 2.1996 1.7742 4.7405
C 6.2723 -1.3800 -0.1072
C -3.4509 -3.3444 2.6995
H 6.1142 -1.3540 0.9650
C 7.4839 -1.8272 -0.6149
H 0.7974 -4.7013 -4.0601
C 2.6687 -0.9202 -0.7728
H -3.6724 -4.8617 1.1972
C 1.2196 1.4664 5.0957
H -1.9050 -2.2787 9.0344
H -5.4431 0.9718 -2.1766
H -6.9992 0.1944 -1.8370
H 0.6323 2.3536 5.3290
C -1.9922 7.9987 -1.6258
N 0.0373 -0.1483 2.1185
C 4.9001 1.2597 1.0659
H 0.0195 -2.7145 1.1619
C -2.6481 -2.3342 3.2081
C -2.3993 1.0442 -3.9335
C 2.1797 -1.9684 -1.6871
H 4.6502 -0.7772 -3.0172
H -1.2714 1.0182 6.3863
H 8.6250 -2.2458 -2.3821
Pd -0.4422 -0.2684 -0.0660
H 0.9808 4.5856 2.4140
N 1.7916 -0.1663 -0.0449
C 0.5038 -2.7347 -3.2526
C -1.1821 -0.0410 6.5994
C -1.6209 -0.5345 7.8195
C -0.2677 -0.4245 4.3011
C -0.6217 2.9275 -1.1663
N 0.0188 1.9932 -0.3884
H -5.6030 -0.7847 -2.3093
C -2.3914 -0.2946 0.0428
H -7.2753 -1.6043 0.7043
C 3.9481 -0.5307 -0.4536
H 1.7862 5.4183 1.0773
C 2.4895 0.6777 0.6925
Si -5.4291 -0.0889 0.0589
H -4.4107 -3.5502 3.1586
H -0.4008 -2.5474 -3.8180
C -0.6707 -0.9060 5.6331
H -2.0230 0.1438 8.5612
C -1.0346 -2.7609 7.1320
H 3.7712 -3.3518 -1.2884
C 2.3591 -4.1524 -2.6926
C -5.9150 0.0905 -1.7331
C 0.6044 2.6300 0.6035
C 0.7168 0.7831 2.7343
H -1.1015 4.6023 -3.2561
H -2.9870 -1.7360 4.0461
H -0.9734 -3.8218 7.3381
H -0.1841 -2.9420 5.1688
H -5.8101 -2.5290 0.3439
N 3.8137 0.4881 0.4676
C -2.1546 3.3284 -4.5968
N 0.5655 0.6529 4.0753
C -3.0361 -4.0840 1.5997
H -2.3953 8.9652 -1.9013
H -2.2938 4.1182 -5.3252
C 6.6588 -1.5227 -2.8523
H 0.1066 5.8006 1.4662
C -6.1873 -1.6177 0.8149
C -0.6185 7.8061 -1.5889
H 5.2041 0.8358 2.0219
C -1.2955 2.6128 -2.4475
C 1.1805 -3.9387 -3.3942
H 5.7538 1.2590 0.3955
H -3.9215 7.0972 -1.3504
H 1.3356 0.8788 6.0012
C -0.5923 -2.2704 5.9141
H -5.9583 -1.6673 1.8830
H 2.8918 -5.0886 -2.8034
C -0.9553 5.5074 -0.9399
C -0.9918 -2.8239 1.5334
C -1.7348 1.3267 -2.7505
N 0.3627 3.9631 0.5121
H 0.5266 -0.7822 -2.3729
H 0.9723 6.4059 -1.2428
H -1.6036 0.5277 -2.0379
C -0.1004 6.5651 -1.2440
C -1.5523 -1.8942 8.0865
C -5.9924 1.3962 1.0392
H 6.8094 -1.5755 -3.9231
C -3.5996 -0.2166 0.1160
C -2.8496 6.9492 -1.3196
C -2.6339 2.0520 -4.8566
C -1.4190 -2.0591 2.6212
C 5.2455 -0.9999 -0.9703
C -1.7983 -3.8323 1.0271
C 7.6796 -1.8963 -1.9872
H -5.6117 2.3310 0.6201

(4)
63
Properties=species:S:1:pos:R:3 method="wB97M-V/def2-TZVPD" spin_multiplicity=3 de_lowest_kj_mol=65.4 lumo_ev="-7.58 / -8.13" total_charge=+2 energy_ha=-1519.7702 gap_ev="5.55 / 5.00"
H -4.3767 0.5659 0.7205
H -1.3434 -0.4005 3.2041
H -5.2889 -1.4318 -0.3858
C 0.6747 -5.4836 -1.5440
C 0.1313 -1.9420 2.8942
H 2.7148 0.9564 2.7549
C 0.1956 -4.1615 0.3879
H -0.8650 1.3788 1.2646
C -2.3332 -0.0043 0.5106
H -2.4773 1.6192 1.9202
N 2.5355 0.1911 -1.3424
H 2.2213 -1.8991 -2.9020
H 0.6427 -6.4186 -2.0861
N 2.0013 -1.0278 -0.9631
C 1.9043 -1.9555 -1.8672
H 1.8316 -3.2377 2.5977
H -1.3673 -2.8942 -1.0063
C -1.9026 2.1549 -1.3270
C 2.0001 0.1443 2.7959
C 0.1577 -5.3819 -0.2601
C 1.4910 -2.2146 2.6900
H 3.4755 -1.3837 2.4889
C 2.4258 -1.1678 2.6415
H -3.6073 3.3688 1.2827
H -0.5933 -2.7385 2.9928
C -1.9195 1.3721 1.0128
N -2.1625 2.4622 0.0717
C 0.6423 0.4236 3.0095
C -4.2194 -1.3162 -0.2697
N 0.7452 -3.0636 -0.1519
C 2.1321 2.5404 -0.9420
H -2.6744 1.5205 -1.7862
H -3.7202 -3.1211 -1.3214
C 1.2768 -3.1801 -1.3959
H 2.7981 6.3139 -1.3498
H 1.6659 -4.3723 -3.1131
H 3.8309 1.2408 -2.1976
C 3.4672 4.3540 -1.8188
H 0.3206 1.4496 3.1266
C -3.7023 -0.1979 0.3564
C 2.6097 5.2544 -1.2347
C 1.4910 4.8295 -0.5022
C 1.2560 3.4879 -0.3596
H -0.2887 -6.2332 0.2335
H 0.8155 5.5508 -0.0652
C -1.9885 -2.1275 -0.5735
C -3.4327 3.1569 0.2278
O 0.8373 0.7861 0.0201
C -3.3464 -2.2655 -0.7741
H -3.3874 4.1059 -0.3064
H -0.9421 1.6518 -1.4260
H -1.8628 3.0876 -1.8896
C 3.2463 2.9838 -1.6931
H -0.2592 -4.0585 1.3616
C 1.2418 -4.3508 -2.1179
H 4.3256 4.6750 -2.3934
W 0.6042 -1.0274 0.6894
O 4.1120 2.1658 -2.3010
H 0.3763 3.1476 0.1722
C -0.2942 -0.6122 3.0517
C 1.8675 1.1456 -0.7555
C -1.4131 -1.0237 0.1135
H -4.2974 2.6079 -0.1704